#P
The molecule C3H4N2S2. Source: OMol25; level of theory: the ωB97M-V functional and the def2-TZVPD basis.

For the highest occupied orbital energy, the calculation gives -8.10 eV.

Each line ends with the Löwdin charge.
Atoms and positions in Å:
C: -1.87767 -0.07220 0.50086  -0.148
C: -0.80599 -0.84403 0.44203  -0.175
C: -1.48909 1.28176 0.05991  -0.112
N: 0.24123 -0.10376 -0.14726  -0.352
N: -0.24980 1.18147 -0.31779  -0.080
S: 1.97486 -0.84273 -0.24626  0.436
S: 3.33434 0.40297 0.15275  0.077
H: -2.84828 -0.22317 1.03142  0.096
H: -0.68166 -1.83182 0.89825  0.116
H: 0.41017 1.95932 -0.75996  0.202
H: 1.99188 -0.90782 -1.61395  -0.060

---

#Q
The molecule C3H4N2S2. Source: OMol25; level of theory: the ωB97M-V functional and the def2-TZVPD basis.

Its SMILES is S=c1[nH]cc(S)[nH]1. For the highest occupied orbital energy, the calculation gives -7.81 eV.

Each line ends with the Löwdin charge.
Atoms and positions in Å:
S: -2.96075 -0.82701 -0.10666  0.523
C: -1.39702 -0.27145 -0.10257  -0.911
N: -0.96706 1.03159 -0.10154  0.047
C: 0.41400 1.11000 -0.09869  -0.098
C: 0.88486 -0.15858 -0.09900  -0.682
S: 2.52598 -0.75439 -0.18953  0.780
N: -0.24081 -0.99243 -0.11428  0.053
H: -1.63075 1.81225 -0.07836  0.159
H: 0.92746 2.04875 -0.10172  0.117
H: 2.67964 -1.03168 1.15151  -0.108
H: -0.23556 -1.96705 -0.15916  0.120

---

#R
The molecule C3H4N2S2. Source: OMol25; level of theory: the ωB97M-V functional and the def2-TZVPD basis.

Its SMILES is CSc1cnns1. For the highest occupied orbital energy, the calculation gives -8.96 eV.

Each line ends with the Löwdin charge.
Atoms and positions in Å:
C: 0.17098 1.84748 0.86464  -0.300
S: -1.39568 0.79593 0.42452  0.805
C: -0.80774 -0.63971 -0.31419  -0.935
C: 0.42214 -1.15199 -0.07842  -0.332
N: 0.78586 -2.11797 -0.85204  -0.099
N: -0.05786 -2.42865 -1.71642  -0.339
S: -1.38032 -1.39329 -1.75912  0.982
H: 0.83331 1.42341 0.08795  0.025
H: 0.54494 1.84093 1.92187  0.052
H: -0.17483 2.87310 0.64103  0.026
H: 1.05920 -1.04922 0.78018  0.117

---

Q: Which of them is the most stable? A: #Q.

---

#P
A 2-piece molecular cluster, C3H12NS overall. Source: OMol25; level of theory: the ωB97M-V functional and the def2-TZVPD basis.

For the highest occupied orbital energy, the calculation gives -13.06 eV. Its net charge is +1.

Each line ends with the Löwdin charge.
Atoms and positions in Å:
C: -2.07784 -2.32565 1.47756  -0.014
N: -1.57484 -1.08283 0.82581  0.117
H: -2.73980 -2.09267 2.29855  0.101
H: -2.64136 -2.92493 0.75497  0.110
H: -1.25522 -2.92707 1.83597  0.101
H: -1.12299 -1.20819 -0.09011  0.058
H: -0.85125 -0.63949 1.39765  0.151
H: -2.32443 -0.39174 0.77946  0.168
C: 2.24767 2.18218 -0.90140  -0.144
C: 0.94386 1.53085 -1.32035  -0.558
S: 0.91332 -0.31581 -1.17728  0.720
H: 2.77574 2.53581 -1.77638  0.081
H: 2.88435 1.48483 -0.36444  0.054
H: 2.03949 3.00269 -0.22625  0.078
H: 0.08838 1.89511 -0.76540  0.049
H: 0.71673 1.72298 -2.36409  0.063
H: 1.97821 -0.44607 -0.38428  -0.136

---

#Q
C3H12NS as an isolated structure. Source: OMol25; level of theory: the ωB97M-V functional and the def2-TZVPD basis.

For the highest occupied orbital energy, the calculation gives -13.95 eV. Its net charge is +1.

Each line ends with the Löwdin charge.
Atoms and positions in Å:
N: -0.68127 1.85638 0.77883  0.167
H: -0.71486 2.17982 -0.17864  0.115
H: -0.09662 0.84819 0.92694  -0.080
H: -0.38999 2.59708 1.40995  0.129
H: -1.62333 1.53390 1.06346  0.132
C: 1.59877 0.12389 -1.52075  -0.183
C: 0.56889 -0.78343 -0.92805  -0.456
S: 0.56129 -0.65953 0.97267  0.878
C: -1.05844 -1.51413 1.22073  -0.338
H: 1.82001 -0.17154 -2.62088  0.118
H: 2.60200 0.01636 -1.04807  0.085
H: 1.26590 1.21429 -1.51745  0.083
H: 0.81187 -1.83372 -1.12877  0.090
H: -0.47203 -0.42049 -1.18378  0.089
H: -1.84353 -1.07857 0.50187  0.068
H: -0.93523 -2.56822 0.98840  0.043
H: -1.41342 -1.34028 2.26352  0.058

---

Q: Which of them is the most stable? A: #P.

---

#P
A 2-piece molecular cluster, C3H12NS overall. Source: OMol25; level of theory: the ωB97M-V functional and the def2-TZVPD basis.

For the highest occupied orbital energy, the calculation gives -12.68 eV. Its net charge is +1.

Each line ends with the Löwdin charge.
Atoms and positions in Å:
C: 1.66385 -2.18370 -1.66636  -0.005
N: 0.28142 -1.65961 -1.20885  0.082
H: 2.35824 -1.85024 -0.88972  0.100
H: 1.95165 -1.85675 -2.66206  0.084
H: 1.63867 -3.31840 -1.94640  0.138
H: 0.07023 -2.12477 -0.32000  0.142
H: 0.15200 -0.71111 -0.90431  -0.038
H: -0.53280 -1.79555 -1.93224  0.218
C: -1.69807 0.79455 1.67546  -0.415
S: -0.24850 0.68949 0.67762  0.787
C: 0.01834 2.50055 0.85586  -0.384
H: -2.10636 -0.14238 1.80491  0.009
H: -1.51853 1.15801 2.65082  0.035
H: -2.35168 1.58987 1.22220  0.076
H: -0.63612 3.12450 0.22523  0.051
H: 0.95653 3.02310 0.49089  0.067
H: 0.00113 2.76245 1.92695  0.051

---

#Q
A 2-piece molecular cluster, C3H12NS overall. Source: OMol25; level of theory: the ωB97M-V functional and the def2-TZVPD basis.

For the highest occupied orbital energy, the calculation gives -13.33 eV. Its net charge is +1.

Each line ends with the Löwdin charge.
Atoms and positions in Å:
C: -1.82509 1.07600 -0.62966  -0.022
N: -0.65901 2.01028 -0.74699  0.074
H: -2.73074 1.68685 -0.92159  0.124
H: -1.88020 0.73907 0.34692  0.064
H: -1.69355 0.24554 -1.36906  0.120
H: -0.51619 2.32484 -1.72515  0.172
H: -0.58860 2.82402 -0.00429  0.230
H: 0.21116 1.47340 -0.70701  -0.050
C: 0.50054 -2.25576 0.34693  -0.199
C: 1.04613 -1.06371 1.06960  -0.469
S: 1.86008 0.23859 -0.21996  0.674
H: -0.37152 -1.96934 -0.30192  0.071
H: 1.30269 -2.85120 -0.14675  0.093
H: 0.08151 -2.96163 1.10882  0.094
H: 1.88840 -1.45431 1.68536  0.079
H: 0.38505 -0.40316 1.71632  0.077
H: 2.98935 0.34053 0.49843  -0.132

---

#R
A 2-piece molecular cluster, C3H12NS overall. Source: OMol25; level of theory: the ωB97M-V functional and the def2-TZVPD basis.

For the highest occupied orbital energy, the calculation gives -13.07 eV. Its net charge is +1.

Each line ends with the Löwdin charge.
Atoms and positions in Å:
C: 1.55206 1.21211 1.78107  -0.051
N: 1.81224 0.41239 0.56460  0.051
H: 0.82446 2.00788 1.63347  0.099
H: 1.16262 0.51477 2.52458  0.102
H: 2.48315 1.69803 2.07712  0.105
H: 2.17261 1.06659 -0.13172  0.158
H: 0.91752 -0.06258 0.11547  0.034
H: 2.41746 -0.39517 0.70992  0.160
C: -1.25568 -2.01456 -0.59552  -0.361
S: -1.08255 -0.32920 0.09827  0.782
C: -1.75160 0.59412 -1.34721  -0.339
H: -1.01279 -1.97265 -1.67036  0.044
H: -2.31549 -2.25102 -0.65060  0.048
H: -0.48943 -2.67433 -0.20189  0.041
H: -1.56077 1.64544 -1.15296  0.038
H: -1.12175 0.31111 -2.19128  0.038
H: -2.75208 0.23710 -1.56296  0.049

---

Q: Which of them is the most stable? A: #R.

---

#P
A 2-piece molecular cluster, CH6SSi overall. Source: OMol25; level of theory: the ωB97M-V functional and the def2-TZVPD basis.

For the highest occupied orbital energy (alpha / beta), the calculation gives -9.77 / -7.08 eV.

Each line ends with the Löwdin charge.
Atoms and positions in Å:
C: -0.17237 -1.09619 0.47315  -0.343
Si: 0.95974 0.39194 0.19108  0.367
S: 0.52122 2.32007 1.13526  0.294
H: -1.13519 -0.66789 0.95892  0.045
H: -0.56456 -1.42861 -0.51577  0.010
H: 0.08868 -1.97207 1.11319  0.024
H: -0.83754 1.22651 -2.25410  0.003
H: 2.25412 0.16464 -0.06446  -0.161
H: 0.93358 3.04720 0.11558  -0.239

---

#Q
A 2-piece molecular cluster, CH6SSi overall. Source: OMol25; level of theory: the ωB97M-V functional and the def2-TZVPD basis.

For the highest occupied orbital energy, the calculation gives -8.40 eV.

Each line ends with the Löwdin charge.
Atoms and positions in Å:
C: -0.02294 1.04060 0.58219  -0.322
Si: 0.23753 0.09945 -0.95735  0.729
S: -0.93427 -2.83552 -0.14601  0.120
H: 0.94973 1.31297 1.05442  0.057
H: -0.48299 1.95132 0.53294  -0.007
H: -0.53840 0.59913 1.33025  -0.014
H: 1.69005 -0.14471 -1.11880  -0.082
H: -0.51963 0.66346 -2.25631  -0.045
H: -0.37909 -2.68669 0.97868  -0.436

---

Q: Which of them is the most stable? A: #Q.

---

#P
A 7-piece molecular cluster, C14H42O7 overall. Source: OMol25; level of theory: the ωB97M-V functional and the def2-TZVPD basis.

Its SMILES is CCO.CCO.CCO.CCO.CCO.CCO.CCO. For the highest occupied orbital energy, the calculation gives -9.27 eV.

Each line ends with the Löwdin charge.
Atoms and positions in Å:
C: 1.60701 1.99718 -1.72673  -0.074
C: 1.39480 2.47075 -3.16307  -0.239
O: 1.04137 3.89814 -3.12984  -0.090
H: 0.54417 2.11078 -1.21304  0.114
H: 2.29351 2.57780 -1.33391  0.002
H: 1.94412 0.95769 -1.70675  0.067
H: 0.82099 2.03246 -3.85164  0.059
H: 2.50063 2.52165 -3.57293  0.145
H: 1.77643 4.45914 -3.09111  0.037
C: 3.59137 -0.32957 1.21514  -0.087
C: 4.63705 -1.42151 1.52014  -0.362
O: 5.70795 -1.12975 0.72002  -0.085
H: 3.22374 -0.16223 0.15413  0.080
H: 4.11383 0.55551 1.44375  0.045
H: 2.60814 -0.47896 1.75379  0.074
H: 4.33595 -2.39700 1.07197  0.118
H: 4.78796 -1.39379 2.60645  0.118
H: 6.46507 -1.35870 1.32122  0.115
C: -0.30141 3.38048 2.58618  -0.015
C: 1.05161 3.87615 1.91119  -0.139
O: 1.83584 2.54544 1.59515  -0.168
H: -0.74103 2.69879 1.94235  0.043
H: -0.80364 4.20162 2.72288  0.009
H: 0.12358 2.95759 3.49707  0.091
H: 1.67496 4.39803 2.59762  0.088
H: 1.08289 4.33172 0.99652  0.067
H: 2.61384 2.77388 1.03380  0.068
C: -5.22705 -2.53954 2.67140  -0.053
C: -4.79757 -1.27371 1.88465  -0.292
O: -5.26048 -0.16629 2.61949  -0.057
H: -4.90408 -2.46372 3.56237  -0.017
H: -4.70759 -3.51748 2.40140  0.108
H: -6.24632 -2.66554 2.86693  0.062
H: -5.29199 -1.25630 0.93549  0.092
H: -3.72874 -1.08105 1.55648  0.103
H: -5.84880 0.22118 2.00987  0.057
C: -3.08851 0.16572 -1.22652  -0.080
C: -1.87018 0.30197 -2.13418  -0.243
O: -0.89460 -0.65076 -1.66175  -0.093
H: -3.99194 0.75333 -1.74538  0.134
H: -2.92285 0.34792 -0.25482  0.009
H: -3.33930 -0.84528 -1.19953  0.047
H: -1.47677 1.33087 -1.89298  0.119
H: -2.13224 0.13460 -3.12760  0.096
H: -0.61158 -0.46871 -0.83127  -0.042
C: -0.44839 -2.16234 1.33458  -0.095
C: -0.46341 -0.74355 1.85322  -0.273
O: -0.17277 0.15460 0.71716  -0.100
H: 0.55669 -2.50857 1.00225  0.084
H: -1.35946 -2.26863 0.60879  0.106
H: -0.75971 -2.58837 2.36474  0.103
H: 0.32557 -0.68959 2.61869  0.110
H: -1.46971 -0.50822 2.24388  0.105
H: 0.42166 0.83605 0.79209  -0.004
C: 0.81780 -3.22363 -2.73704  -0.134
C: 1.63756 -2.11690 -3.31440  -0.326
O: 0.64732 -1.28672 -3.99418  -0.173
H: 0.42517 -2.96223 -1.80617  0.009
H: 1.65354 -3.91841 -2.50738  0.068
H: -0.09216 -3.66571 -3.46684  0.157
H: 2.40715 -2.47776 -4.16326  0.142
H: 2.25741 -1.45679 -2.52088  0.132
H: 0.02562 -0.81371 -3.35971  0.058

---

#Q
A 7-piece molecular cluster, C14H42O7 overall. Source: OMol25; level of theory: the ωB97M-V functional and the def2-TZVPD basis.

Its SMILES is CCO.CCO.CCO.CCO.CCO.CCO.CCO. For the highest occupied orbital energy, the calculation gives -9.95 eV.

Each line ends with the Löwdin charge.
Atoms and positions in Å:
C: 3.69516 -2.09443 0.48336  -0.078
C: 3.59468 -1.43541 -0.92760  -0.316
O: 4.88136 -1.00081 -1.28993  -0.083
H: 2.84749 -2.07898 1.16842  0.060
H: 4.44153 -1.54085 1.05309  0.062
H: 4.05361 -3.11132 0.32349  0.068
H: 2.77575 -0.72088 -1.01068  0.101
H: 3.42502 -2.17311 -1.71189  0.106
H: 5.08916 -0.20559 -0.79389  0.073
C: -3.98715 2.59854 6.47412  -0.089
C: -5.07580 2.88983 7.54566  -0.322
O: -4.49792 2.53381 8.77974  -0.080
H: -4.31439 2.67887 5.43751  0.063
H: -3.66329 1.56250 6.57332  0.070
H: -3.19770 3.33186 6.63875  0.066
H: -5.99120 2.38216 7.24167  0.106
H: -5.37159 3.93871 7.56728  0.102
H: -3.83817 3.19881 8.98975  0.083
C: 5.75104 3.67746 -2.23904  -0.072
C: 5.83616 3.97641 -0.75051  -0.356
O: 5.61473 2.92480 0.13269  -0.078
H: 5.86492 4.50506 -2.93920  0.074
H: 4.83361 3.19929 -2.58219  0.071
H: 6.53258 2.93324 -2.39203  0.073
H: 5.17091 4.77728 -0.42779  0.104
H: 6.79553 4.37325 -0.41850  0.106
H: 5.25184 3.28734 0.94416  0.084
C: -0.83638 3.05437 -0.10771  -0.106
C: -1.13229 1.94266 0.85552  -0.364
O: -1.93502 0.98154 0.22001  -0.052
H: -1.71906 3.65721 -0.32115  0.075
H: -0.49977 2.60550 -1.04222  0.075
H: -0.00503 3.66374 0.24675  0.075
H: -1.50789 2.45176 1.74312  0.109
H: -0.13619 1.60473 1.14131  0.104
H: -2.27106 0.41353 0.91719  0.084
C: -2.05444 -4.10819 5.69667  -0.093
C: -2.69376 -3.98829 4.29793  -0.273
O: -3.05140 -2.58164 4.04116  -0.113
H: -1.94215 -5.16956 5.91797  0.068
H: -2.51324 -3.57761 6.53099  0.072
H: -1.04791 -3.70857 5.57297  0.069
H: -3.61460 -4.56928 4.24689  0.098
H: -2.01706 -4.31363 3.50779  0.109
H: -3.64125 -2.30878 4.74771  0.064
C: -4.56852 -3.08017 -5.11236  -0.074
C: -3.94266 -2.69614 -3.73963  -0.316
O: -3.28512 -1.42645 -3.85003  -0.079
H: -5.63133 -2.85780 -5.01704  0.066
H: -4.40848 -4.12944 -5.36041  0.064
H: -4.04480 -2.52773 -5.89250  0.070
H: -3.27152 -3.44650 -3.32174  0.097
H: -4.74598 -2.78566 -3.00835  0.095
H: -2.88406 -1.19454 -3.00922  0.076
C: 1.78422 -0.23778 -6.83654  -0.105
C: 3.21345 -0.69786 -6.97574  -0.340
O: 3.59747 -1.82924 -6.23138  -0.062
H: 1.46263 0.59791 -7.45807  0.072
H: 1.49648 0.17189 -5.86830  0.070
H: 1.02939 -1.00744 -6.99770  0.068
H: 3.80069 0.19177 -6.74814  0.112
H: 3.40842 -0.96844 -8.01346  0.106
H: 3.09049 -2.53352 -6.64193  0.080

---

Q: Which of them is the most stable? A: #Q.